# 1
The following is a quantum chemistry calculation of a molecular structure, C5H7NS in a non-equilibrium geometry, from the OMol25 dataset.

Output
Energy relative to the best compared isomer or geometry (same formula, charge and spin), kcal per mole: 84.7
Total charge: 0

```
14
C5H7NS | the OMol25 dataset | wB97M-V/def2-TZVPD
C 0.61 1.18 -0.19
C 0.65 0.36 0.96
C 0.62 -0.08 -1.01
C -0.51 -0.88 -0.50
C -0.48 -0.58 0.87
H -0.31 1.72 -0.50
H 1.48 1.69 -0.29
H 0.86 0.84 1.97
H 0.89 0.20 -2.09
H -0.90 -1.80 -0.89
H -2.31 -0.77 0.03
H -0.88 -1.08 1.68
N -1.60 -0.06 -0.11
S 1.89 -0.73 0.07
```

# 2
The following is a quantum chemistry calculation of 3 unconnected molecules or ions with the total composition C17H37FIN3O3P in a non-equilibrium geometry, from the OMol25 dataset.

Output
Total charge: +1

```
63
C17H37FIN3O3P | the OMol25 dataset | wB97M-V/def2-TZVPD
C -1.70 6.59 0.08
C -1.18 5.19 -0.02
O -0.47 4.73 0.82
N -1.46 4.37 -1.22
C -0.49 3.26 -1.34
P -3.02 3.81 -1.39
N -3.36 3.74 -3.02
I -3.44 1.62 -0.50
C -4.31 5.00 -0.70
O -4.32 6.09 -1.20
N -5.24 4.61 0.32
C -4.57 4.22 1.48
O -3.53 4.65 1.86
F -5.23 3.29 2.11
H -1.98 7.02 -0.86
H -2.56 6.57 0.73
H -0.94 7.18 0.56
H -0.49 2.61 -0.48
H -0.72 2.66 -2.20
H 0.50 3.65 -1.46
H -2.59 4.17 -3.51
H -3.44 2.78 -3.33
H -5.81 3.83 0.01
C -1.89 -5.77 -1.33
C -1.82 -4.87 -0.10
C -2.69 -3.62 -0.22
C -2.30 -2.67 -1.36
C -0.86 -2.17 -1.32
C -0.54 -1.35 -0.07
H -1.52 -5.27 -2.23
H -1.28 -6.66 -1.19
H -2.92 -6.09 -1.53
H -0.79 -4.59 0.09
H -2.16 -5.44 0.77
H -2.66 -3.07 0.73
H -3.73 -3.92 -0.36
H -2.98 -1.81 -1.34
H -2.47 -3.17 -2.32
H -0.68 -1.55 -2.20
H -0.16 -3.01 -1.39
H -1.20 -0.48 0.00
H 0.49 -0.99 -0.10
H -0.66 -1.94 0.84
C 3.33 -0.02 0.17
C 3.45 -1.53 0.37
C 3.60 -1.93 1.84
C 4.85 -1.40 2.53
C 6.17 -1.79 1.86
C 6.42 -3.30 1.83
H 4.23 0.51 0.51
H 3.20 0.22 -0.88
H 2.47 0.38 0.72
H 4.29 -1.91 -0.22
H 2.55 -2.01 -0.03
H 3.58 -3.02 1.90
H 2.72 -1.59 2.39
H 4.86 -1.76 3.56
H 4.80 -0.31 2.60
H 6.99 -1.31 2.41
H 6.22 -1.39 0.85
H 6.42 -3.71 2.84
H 7.38 -3.52 1.38
H 5.65 -3.82 1.25
```

# 3
The following is a quantum chemistry calculation of 2 unconnected molecules or ions with the total composition H3NO3Si in a non-equilibrium geometry, from the OMol25 dataset.

Output
Energy relative to the best compared isomer or geometry (same formula, charge and spin), kcal per mole: 33.5
SMILES: O=[SiH2].O=NO
Total charge: 0

```
8
H3NO3Si | the OMol25 dataset | wB97M-V/def2-TZVPD
N 1.06 -1.48 0.40
O 1.97 -2.26 0.44
O -0.18 -2.04 0.38
O -1.13 0.43 0.08
Si -0.51 1.73 -0.37
H -0.78 -1.26 0.30
H -0.85 3.00 0.25
H 0.41 1.88 -1.49
```

# 4
The following is a quantum chemistry calculation of C3H6BrP in the gas phase in a non-equilibrium geometry, from the OMol25 dataset.

Output
Energy relative to the best compared isomer or geometry (same formula, charge and spin), kcal per mole: 16.8
SMILES: C=CCPBr
Total charge: 0

```
11
C3H6BrP | the OMol25 dataset | wB97M-V/def2-TZVPD
C 0.46 -0.03 0.20
C -0.98 -0.23 -0.31
C -2.03 0.52 0.09
P 2.08 -1.03 -0.40
Br 3.54 0.26 0.44
H 0.78 1.10 0.42
H 0.23 -0.47 1.27
H -1.28 -1.21 -0.67
H -1.99 1.37 0.74
H -3.11 0.37 -0.13
H 2.29 -0.64 -1.66
```

Calculated values (Eh) of Kohn-Sham gap for the records, taken in order: 0.34713; 0.28108; 0.32229; 0.36236.